Entry 1:
Molecular formula: C3H10NOS
Method: DFT, wB97M-V/def2-TZVPD

Computed properties:
total energy	-648.35932	Eh
maximum force	0.024	Eh/bohr
LUMO level (spin up / spin down)	5.98 / 5.91	eV
orbital gap (spin up / spin down)	0.07593 / 0.23346	Ha
ΔE to the lowest compared entry with this formula, charge and spin	13.22	kcal per mole
highest occupied orbital energy (spin up / spin down)	3.9 / -0.4	eV
2S+1	2
net charge	-2

Bonds (Å) are listed after each position.
Positions of all 16 atoms, in Å:
1 C 2.0332 -1.1274 0.7354  N2 1.483, H6 1.101, H7 1.092, H8 1.096
2 N 1.1080 0.0243 0.6032  C1 1.483, C3 1.481, H9 1.017
3 C -0.0483 -0.2703 -0.2743  N2 1.481, C4 1.540, H10 1.091, H11 1.094
4 C -0.3585 0.8387 -1.2962  C3 1.540, S5 1.858, H12 1.091, H13 1.094
5 S -2.1755 0.9456 -1.6694  C4 1.858
6 H 1.6544 -1.9342 1.3823  C1 1.101
7 H 2.9872 -0.8030 1.1551  C1 1.092
8 H 2.2081 -1.6105 -0.2326  C1 1.096
9 H 1.6961 0.6873 0.1040  N2 1.017
10 H 0.0455 -1.1910 -0.8526  C3 1.091
11 H -0.8824 -0.4704 0.4046  C3 1.094
12 H 0.1829 0.5611 -2.2019  C4 1.091
13 H 0.0269 1.8176 -0.9958  C4 1.094
14 H -2.9957 0.7179 0.2621  O16 1.013
15 H -2.3157 1.0414 1.6169  O16 0.961
16 O -3.1663 0.7728 1.2593  H14 1.013, H15 0.961

=====

Entry 2:
Molecular formula: C3H10NOS
Method: DFT, wB97M-V/def2-TZVPD

Computed properties:
total energy	-648.31383	Eh
maximum force	0.066	Eh/bohr
LUMO level (spin up / spin down)	6.07 / 6.05	eV
orbital gap (spin up / spin down)	0.07174 / 0.22452	Ha
ΔE to the lowest compared entry with this formula, charge and spin	41.77	kcal per mole
highest occupied orbital energy (spin up / spin down)	4.1 / -0.1	eV
2S+1	2
net charge	-2

Bonds (Å) are listed after each position.
Positions of all 16 atoms, in Å:
1 C -2.0228 -1.0769 -0.9094  N2 1.401, H6 1.110, H7 1.094, H8 1.152
2 N -1.0862 -1.8258 -0.1851  C1 1.401, C3 1.488, H9 0.984
3 C -0.2359 -1.0417 0.7505  N2 1.488, C4 1.506, H10 1.189, H11 1.081
4 C 1.0476 -0.3553 0.3646  C3 1.506, S5 1.917, H12 1.076, H13 1.115
5 S 1.2750 1.0308 1.6693  C4 1.917
6 H -1.8852 0.0155 -0.7708  C1 1.110
7 H -2.0271 -1.3904 -1.9579  C1 1.094
8 H -3.0503 -1.1096 -0.3886  C1 1.152
9 H -0.4109 -2.3644 -0.6576  N2 0.984
10 H 0.0529 -1.7441 1.6657  C3 1.189
11 H -0.8575 -0.1901 0.9876  C3 1.081
12 H 1.7606 -1.1539 0.4731  C4 1.076
13 H 1.0530 0.0783 -0.6628  C4 1.115
14 H 2.4922 3.4240 -0.7547  O16 0.960
15 H 1.5802 3.6676 0.4129  O16 0.937
16 O 2.3145 4.0360 -0.0368  H14 0.960, H15 0.937

=====

Entry 3:
Molecular formula: C3H10NOS
Method: DFT, wB97M-V/def2-TZVPD

Computed properties:
total energy	-648.22715	Eh
maximum force	0.030	Eh/bohr
LUMO level	-3.37	eV
orbital gap	0.37087	Ha
ΔE to the lowest compared entry with this formula, charge and spin	6.89	kcal per mole
highest occupied orbital energy	-13.5	eV
net charge	+1

Bonds (Å) are listed after each position.
Positions of all 16 atoms, in Å:
1 N -1.1812 -0.6926 -0.3751  C2 1.532, H7 1.023, H8 0.994, H9 1.024
2 C 0.2782 -0.3941 -0.0188  N1 1.532, C3 1.517, C5 1.522, H10 1.090
3 C 0.6737 -1.4857 0.9574  C2 1.517, O4 1.425, H11 1.078, H12 1.093
4 O 0.3908 -2.7445 0.3532  C3 1.425, H13 0.966
5 C 0.3825 1.0228 0.5283  C2 1.522, S6 1.850, H14 1.080, H15 1.089
6 S -0.2307 2.2351 -0.7277  C5 1.850, H16 1.338
7 H -1.3413 -1.7033 -0.3949  N1 1.023
8 H -1.3762 -0.3909 -1.3023  N1 0.994
9 H -1.8561 -0.1678 0.1877  N1 1.024
10 H 0.8219 -0.5058 -0.9573  C2 1.090
11 H 1.7178 -1.3646 1.1950  C3 1.078
12 H 0.0874 -1.4322 1.8784  C3 1.093
13 H 1.2277 -3.1924 0.1756  O4 0.966
14 H 1.4146 1.1997 0.7914  C5 1.080
15 H -0.3576 1.1720 1.3133  C5 1.089
16 H 0.9235 2.8742 -0.9484  S6 1.338

=====

Entry 4:
Molecular formula: C3H10NOS
Method: DFT, wB97M-V/def2-TZVPD

Computed properties:
total energy	-648.20092	Eh
maximum force	0.073	Eh/bohr
LUMO level	-4.07	eV
orbital gap	0.37273	Ha
ΔE to the lowest compared entry with this formula, charge and spin	23.35	kcal per mole
highest occupied orbital energy	-14.2	eV
net charge	+1

Bonds (Å) are listed after each position.
Positions of all 16 atoms, in Å:
1 C -0.9033 0.8008 -1.5879  N4 1.477, H7 1.015, H8 1.091, H9 1.037
2 C -0.3360 -0.6871 3.0687  S6 1.906, H10 1.112, H11 1.131, H12 1.072
3 C -0.0214 -0.7384 0.0981  N4 1.282, S6 1.713, H13 1.098
4 N -0.9128 0.0975 -0.2893  C1 1.477, C3 1.282, H14 1.078
5 O 2.0000 0.2584 -1.9449  H15 0.975, H16 0.994
6 S 0.4437 -1.5272 1.5457  C2 1.906, C3 1.713
7 H -1.6735 1.4585 -1.6492  C1 1.015
8 H 0.0682 1.2740 -1.7367  C1 1.091
9 H -0.8688 0.0981 -2.3501  C1 1.037
10 H -1.4190 -0.7974 3.2958  C2 1.112
11 H -0.2950 0.4079 2.7869  C2 1.131
12 H 0.2636 -0.9349 3.9221  C2 1.072
13 H 0.6870 -0.9485 -0.7142  C3 1.098
14 H -1.7166 0.4425 0.3411  N4 1.078
15 H 2.9431 0.0251 -2.0297  O5 0.975
16 H 1.7407 0.7708 -2.7568  O5 0.994